No. 1
{
  "formula": "C10H16N4O2PPtS2",
  "method": "wB97M-V/def2-TZVPD",
  "multiplicity": 4,
  "de_lowest_ev": 0.119,
  "fmax_ha_per_bohr": 0.007,
  "total_charge": 0,
  "e_tot_ev": -54891.791,
  "lumo_energy_ev": [0.63, -0.99],
  "symbols": ["Pt", "N", "C", "C", "N", "C", "C", "N", "C", "C", "N", "H", "H", "H", "H", "H", "H", "C", "C", "O", "P", "S", "S", "O", "C", "C", "H", "H", "H", "H", "H", "H", "H", "H", "H", "H"],
  "coordinates": [[-0.435, -0.679, -0.795], [0.141, -4.854, -0.881], [0.173, -4.837, 0.518], [0.065, -3.541, 0.892], [-0.044, -2.740, -0.217], [0.003, -3.553, -1.312], [-0.095, -2.978, -2.571], [-0.220, -1.622, -2.655], [-0.267, -1.299, -3.990], [-0.177, -2.420, -4.740], [-0.075, -3.493, -3.848], [0.172, -5.673, -1.456], [0.274, -5.737, 1.095], [0.057, -3.129, 1.886], [-0.357, -0.278, -4.320], [-0.167, -2.561, -5.805], [0.005, -4.458, -4.099], [2.422, 2.442, 3.791], [1.770, 1.594, 2.727], [0.927, 2.456, 1.931], [0.087, 1.838, 0.724], [1.255, 1.149, -0.739], [-1.137, 0.364, 1.314], [-0.677, 3.128, 0.219], [-1.610, 3.802, 1.093], [-2.405, 4.773, 0.255], [3.072, 1.820, 4.408], [1.670, 2.899, 4.432], [3.023, 3.230, 3.337], [1.153, 0.805, 3.158], [2.511, 1.134, 2.069], [-1.043, 4.314, 1.872], [-2.256, 3.055, 1.559], [-1.745, 5.494, -0.224], [-3.110, 5.311, 0.890], [-2.963, 4.244, -0.517]],
  "nbo_charge": [0.90, -0.55, -0.14, -0.07, -0.59, 0.22, 0.24, -0.61, -0.06, -0.14, -0.55, 0.41, 0.22, 0.22, 0.22, 0.22, 0.41, -0.62, -0.07, -0.84, 1.71, -0.49, -0.59, -0.83, -0.07, -0.62, 0.22, 0.21, 0.22, 0.19, 0.19, 0.19, 0.19, 0.22, 0.22, 0.22]
}

No. 2
{
  "formula": "C2HBiF6NO5S2",
  "method": "wB97M-V/def2-TZVPD",
  "multiplicity": 1,
  "fmax_ha_per_bohr": 0.096,
  "total_charge": 1,
  "e_tot_ev": -57620.496,
  "lumo_energy_ev": -7.15,
  "symbols": ["Bi", "N", "S", "O", "O", "C", "F", "F", "F", "S", "O", "C", "F", "F", "F", "O", "H", "O"],
  "coordinates": [[-0.139, 2.234, 0.023], [1.490, -0.972, -0.538], [1.003, -0.687, 0.942], [1.940, -1.190, 1.924], [0.499, 0.697, 1.176], [-0.534, -1.739, 1.098], [-0.192, -3.009, 1.031], [-1.372, -1.446, 0.125], [-1.091, -1.483, 2.264], [1.430, 0.009, -1.784], [1.205, -0.726, -3.013], [3.171, 0.682, -1.890], [3.407, 1.457, -0.849], [4.022, -0.322, -1.903], [3.281, 1.380, -3.003], [-1.037, 3.823, -0.435], [-0.660, 4.649, -0.737], [0.566, 1.272, -1.603]],
  "nbo_charge": [2.32, -1.14, 2.19, -0.81, -1.08, 0.77, -0.27, -0.30, -0.28, 2.16, -0.78, 0.78, -0.30, -0.26, -0.27, -1.17, 0.52, -1.07]
}